(1)
98
Properties=species:S:1:pos:R:3 method="wB97M-V/def2-TZVPD" energy_ha=-2377.06414 homo_lumo_gap_ev=8.10 smiles="C=CC[PH2](COC(C)=O)[C@H](C)F.c1cc[nH]c1.c1cc[nH]c1.c1cc[nH]c1.c1cc[nH]c1.c1cc[nH]c1.c1cc[nH]c1.c1cc[nH]c1" lumo_energy_ev=-0.105 charge=0
C -0.250 -3.000 1.941
C -0.776 -1.686 1.888
C -0.682 -0.698 0.622
P -1.631 -1.288 -0.901
C -3.060 -0.102 -0.453
O -3.740 -0.400 0.806
C -4.685 -1.444 0.681
C -4.288 -2.861 1.319
O -5.801 -1.336 0.163
C -0.342 -2.589 -1.429
C -0.994 -4.057 -1.230
F 0.970 -2.465 -0.863
H -0.902 -3.867 2.288
H 0.844 -3.197 1.688
H -1.277 -1.301 2.845
H -1.210 0.259 0.976
H 0.395 -0.348 0.416
H -1.452 -0.531 -2.127
H -2.626 -2.351 -0.924
H -3.862 -0.186 -1.280
H -2.758 1.003 -0.442
H -3.439 -2.733 2.076
H -5.183 -3.385 1.784
H -3.894 -3.538 0.494
H -0.216 -2.489 -2.570
H -0.275 -4.898 -1.475
H -1.509 -4.166 -0.219
H -1.840 -4.129 -2.007
C 4.576 -0.098 1.777
C 5.197 -1.017 0.896
C 4.198 -1.722 0.269
N 2.998 -1.265 0.743
C 3.219 -0.272 1.659
H 5.067 0.612 2.426
H 6.257 -1.148 0.736
H 4.238 -2.507 -0.471
H 2.092 -1.607 0.461
H 2.394 0.223 2.147
C -6.084 3.115 -0.085
C -6.037 4.518 -0.280
C -4.908 4.982 0.349
N -4.273 3.911 0.921
C -4.981 2.768 0.656
H -6.840 2.434 -0.447
H -6.750 5.122 -0.821
H -4.502 5.978 0.440
H -3.420 3.956 1.451
H -4.640 1.810 1.019
C -0.270 7.143 2.503
C 0.336 5.938 2.065
C -0.574 4.929 2.258
N -1.706 5.479 2.801
C -1.530 6.830 2.948
H 0.168 8.130 2.493
H 1.328 5.824 1.654
H -0.514 3.870 2.057
H -2.537 4.971 3.051
H -2.314 7.448 3.358
C 9.591 -3.634 1.651
C 8.362 -2.933 1.737
C 7.399 -3.726 1.164
N 8.001 -4.877 0.732
C 9.337 -4.832 1.030
H 10.555 -3.300 2.006
H 8.201 -1.958 2.170
H 6.340 -3.571 1.026
H 7.535 -5.638 0.268
H 9.989 -5.652 0.773
C -2.632 2.292 -5.081
C -3.624 1.295 -5.256
C -4.340 1.222 -4.086
N -3.814 2.134 -3.211
C -2.776 2.795 -3.811
H -1.895 2.608 -5.805
H -3.795 0.698 -6.139
H -5.175 0.601 -3.801
H -4.142 2.296 -2.270
H -2.230 3.562 -3.284
C 5.310 3.545 5.710
C 4.729 4.450 4.787
C 5.216 4.134 3.543
N 6.073 3.075 3.681
C 6.132 2.707 4.998
H 5.144 3.510 6.776
H 4.031 5.244 5.009
H 5.028 4.571 2.574
H 6.580 2.636 2.931
H 6.753 1.883 5.315
C -3.280 -5.740 -6.508
C -2.187 -4.837 -6.514
C -2.452 -3.870 -5.576
N -3.666 -4.153 -5.009
C -4.175 -5.294 -5.567
H -3.397 -6.619 -7.124
H -1.305 -4.890 -7.134
H -1.884 -3.006 -5.266
H -4.114 -3.606 -4.292
H -5.128 -5.689 -5.249

=====

(2)
23
Properties=species:S:1:pos:R:3 method="wB97M-V/def2-TZVPD" energy_ha=-1006.08340 homo_lumo_gap_ev=9.75 e_above_lowest_kcal_mol=42.4 lumo_energy_ev=-0.008 charge=0
H 1.789 -0.915 1.901
N 0.856 -1.218 2.066
C -0.081 -0.651 1.476
C 0.120 0.476 0.595
C 1.216 0.625 -0.302
C 1.190 1.809 -1.083
C 0.150 2.748 -1.182
C -0.863 2.526 -0.233
C -0.931 1.392 0.569
S -1.761 -1.104 1.986
O -2.645 -1.475 0.922
O -2.156 -0.101 2.854
O -1.387 -2.411 2.773
H 1.994 0.012 -0.613
H 2.033 1.954 -1.732
H 0.047 3.710 -1.763
H -1.649 3.215 -0.050
H -1.787 1.247 1.134
H -0.330 -2.281 2.725
N -0.364 -2.093 -0.334
H -1.222 -2.426 0.048
H -0.719 -1.492 -1.050
H 0.173 -2.877 -0.800

=====

(3)
48
Properties=species:S:1:pos:R:3 method="wB97M-V/def2-TZVPD" energy_ha=-1374.03484 homo_lumo_gap_ev=9.80 e_above_lowest_kcal_mol=322.4 lumo_energy_ev=0.602 charge=0
C -1.571 -0.886 -0.064
O -2.805 -1.644 -0.254
C -3.523 -2.141 0.876
O -3.045 -2.229 1.989
O -4.704 -2.762 0.389
C -5.476 -3.656 1.202
H -1.208 -0.253 -0.874
H -0.809 -1.619 0.203
H -1.639 -0.264 0.829
H -4.978 -4.624 1.264
H -6.549 -3.695 1.017
H -5.473 -3.349 2.247
C 1.974 4.672 3.093
O 1.768 3.414 2.604
C 1.883 3.226 1.283
O 2.178 4.086 0.438
O 1.707 1.957 1.017
C 1.347 1.566 -0.345
H 1.287 5.385 2.637
H 3.020 4.937 2.939
H 1.859 4.528 4.167
H 1.799 2.143 -1.152
H 0.263 1.574 -0.450
H 1.562 0.514 -0.533
C -0.049 -1.531 -1.241
O -0.196 -0.147 -1.158
C -0.441 0.537 -2.235
O -0.449 0.040 -3.345
O -0.518 1.873 -1.746
C -0.769 2.885 -2.694
H -0.932 -2.160 -1.358
H 0.571 -1.812 -0.389
H 0.449 -1.818 -2.167
H -1.058 3.732 -2.073
H -1.527 2.670 -3.448
H 0.165 3.153 -3.187
C 1.348 -2.786 1.861
O 1.867 -2.582 0.549
C 2.172 -1.412 0.104
O 2.346 -0.420 0.809
O 2.358 -1.517 -1.165
C 2.828 -0.409 -1.910
H 1.697 -3.805 2.027
H 0.269 -2.724 2.008
H 1.908 -2.233 2.616
H 3.003 -0.690 -2.948
H 3.868 -0.213 -1.650
H 2.224 0.490 -1.784

=====

(4)
13
Properties=species:S:1:pos:R:3 method="wB97M-V/def2-TZVPD" energy_ha=-990.38547 homo_lumo_gap_ev=8.09 smiles="C=C1CC(=S)CS1" e_above_lowest_kcal_mol=49.9 lumo_energy_ev=-0.458 charge=0
C 1.872 1.025 -0.358
C 0.973 0.271 0.050
C -0.242 0.813 0.376
C -1.372 -0.236 -0.137
S -2.986 -0.092 -0.149
C -0.696 -1.690 -0.049
S 1.082 -1.517 -0.020
H 1.495 2.186 -0.417
H 2.977 0.970 -0.522
H -0.470 0.885 1.409
H -0.415 1.684 -0.112
H -1.155 -2.226 -0.987
H -1.062 -2.073 0.914